Entry 1:
The following is a DFT calculation (ωB97M-V/def2-TZVPD) of C10H16B3Cl2F12N4Ni as an isolated structure at a distorted geometry.

Summary:
HOMO energy (alpha / beta) (eV): -8.897 / -8.896
LUMO level (alpha / beta) (hartree): 0.083 / 0.071
Multiplicity: 3
E_tot (hartree): -4312.11115
Charge: -1
Relative energy (zero: lowest compared OMol25 entry of this formula, charge and spin) (eV): 0.865

```
48
Properties=species:S:1:pos:R:3:mulliken_charge:R:1
Ni -2.189 1.211 15.622 0.749
B -3.847 1.120 18.461 0.305
F -4.084 -0.236 18.822 -0.394
F -2.633 1.567 19.029 -0.390
F -3.710 1.178 16.994 -0.302
F -4.947 1.923 18.814 -0.362
B -2.121 3.642 14.744 0.652
F -1.388 4.797 14.543 -0.372
F -3.437 3.850 14.307 -0.477
F -1.604 2.480 14.090 -0.138
F -2.162 3.254 16.104 -0.388
B -1.164 -1.290 13.541 0.218
F -2.499 -1.822 13.635 -0.416
F -0.328 -2.103 14.339 -0.385
F -0.721 -1.219 12.222 -0.360
F -1.201 0.057 14.070 -0.168
C -5.393 -0.675 12.954 -1.103
C -4.538 0.176 13.747 0.484
N -3.888 0.809 14.394 0.265
H -5.899 -1.362 13.642 0.285
H -4.819 -1.306 12.282 0.282
H -6.213 -0.124 12.500 0.351
C -1.922 6.993 17.695 -0.246
C -2.292 6.110 18.795 0.323
N -2.581 5.417 19.649 -0.414
H -0.881 7.245 17.907 0.046
H -2.538 7.879 17.641 0.329
H -1.858 6.463 16.748 -0.037
C 1.193 -0.112 18.416 -1.004
C 0.167 0.538 17.623 0.578
N -0.648 1.032 17.034 0.147
H 1.666 0.630 19.062 0.292
H 1.972 -0.464 17.743 0.310
H 0.733 -0.878 19.032 0.310
C -4.384 6.385 12.757 -0.777
C -4.912 6.627 14.082 0.459
N -5.349 6.845 15.122 -0.447
H -4.403 5.349 12.432 0.214
H -3.356 6.722 12.624 0.234
H -4.968 6.985 12.054 0.343
Cl 1.388 7.732 16.355 -0.190
C 2.009 6.434 17.396 -0.559
C 1.595 5.081 16.842 0.025
Cl 1.982 3.756 17.929 -0.204
H 1.630 6.525 18.413 0.349
H 3.091 6.506 17.443 0.370
H 2.055 4.947 15.861 0.355
H 0.536 5.019 16.599 -0.142
```

Entry 2:
The following is a DFT calculation (ωB97M-V/def2-TZVPD) of C10H16Cl3F5O2TeV as an isolated structure at a distorted geometry.

Summary:
HOMO energy (alpha / beta) (eV): 0.385 / 1.389
LUMO level (alpha / beta) (hartree): 0.138 / 0.153
Multiplicity: 2
E_tot (hartree): -3633.05949
Charge: -2
Relative energy (zero: lowest compared OMol25 entry of this formula, charge and spin) (eV): 5.153

```
38
Properties=species:S:1:pos:R:3:mulliken_charge:R:1
C -0.899 0.825 -1.617 0.371
C -1.111 -0.583 -1.920 0.989
C 0.188 -1.220 -1.843 0.864
C -2.333 -1.197 -2.461 -1.521
C 1.141 -0.184 -1.474 0.360
C 0.453 1.017 -1.340 0.990
C 1.078 2.334 -0.988 -1.782
C -1.940 1.886 -1.671 -1.802
C 0.497 -2.598 -2.248 -1.248
C 2.611 -0.408 -1.376 -1.654
V -0.826 -1.606 -0.021 0.496
Cl -1.733 -3.343 0.285 -0.504
Cl -1.832 -0.084 1.063 -0.301
Cl 0.950 -1.536 1.207 -0.316
H -3.227 -0.637 -2.137 0.342
H -2.431 -2.231 -2.107 0.216
H -2.359 -1.212 -3.570 0.262
H -0.287 -3.278 -1.885 0.165
H 1.462 -2.925 -1.826 0.349
H 0.583 -2.733 -3.348 0.254
H 2.842 -1.427 -1.063 0.405
H 3.053 0.282 -0.649 0.404
H 3.102 -0.233 -2.340 0.307
H 1.888 2.215 -0.255 0.412
H 0.338 3.025 -0.564 0.345
H 1.504 2.810 -1.887 0.322
H -2.935 1.499 -1.432 0.385
H -1.984 2.346 -2.668 0.304
H -1.704 2.688 -0.959 0.427
O 0.705 2.670 2.071 -0.996
H 0.697 1.709 2.335 0.241
F -0.509 -0.444 6.624 -0.441
Te 0.424 0.361 5.187 2.025
F 1.060 1.550 6.539 -0.488
F -1.135 1.431 4.939 -0.472
F 1.755 -0.966 5.532 -0.487
F -0.451 -0.908 4.069 -0.520
O 1.363 1.105 3.799 -0.705
```

Entry 3:
The following is a DFT calculation (ωB97M-V/def2-TZVPD) of C10H16ClIrTeTi as an isolated structure at a distorted geometry.

Summary:
HOMO energy (alpha / beta) (eV): -2.093 / -4.267
LUMO level (alpha / beta) (hartree): 0.102 / 0.055
Multiplicity: 6
E_tot (hartree): -2072.44022
Charge: -1

```
30
Properties=species:S:1:pos:R:3:mulliken_charge:R:1
Ti 0.488 -0.318 -2.904 -0.013
Cl 0.993 2.086 -2.539 -0.527
C -0.984 0.013 -4.365 -1.130
C 2.093 -0.870 -3.992 -1.098
H -0.616 -0.496 -5.278 0.340
H -2.025 -0.284 -4.152 0.275
H -0.869 1.103 -4.569 0.205
H 1.731 -1.317 -4.941 0.300
H 2.776 -1.596 -3.528 0.288
H 2.566 0.106 -4.280 0.252
Ir 0.231 0.740 -0.851 1.362
C -1.658 1.285 -0.715 -1.372
C -0.069 -1.250 -1.005 -0.982
H -2.110 0.973 -1.653 0.324
H -2.022 0.724 0.181 0.326
H -1.739 2.402 -0.688 0.246
H 0.474 -1.971 -0.362 0.306
H -1.099 -1.559 -1.334 0.338
Te 1.652 1.226 1.086 -0.169
C 0.601 0.291 2.685 0.181
C -0.609 0.836 3.130 -0.234
C -1.051 0.559 4.428 -0.449
C -0.366 -0.300 5.285 -0.530
C 0.799 -0.881 4.804 -0.311
C 1.289 -0.616 3.521 -0.522
H -1.268 1.360 2.439 0.274
H -1.969 1.033 4.735 0.335
H -0.692 -0.442 6.326 0.332
H 1.360 -1.594 5.393 0.320
H 2.094 -1.243 3.144 0.335
```

Entry 4:
The following is a DFT calculation (ωB97M-V/def2-TZVPD) of an isolated ion of composition C10H16ClN2 and charge +1 at a distorted geometry.

Summary:
HOMO energy (eV): -12.645
LUMO level (hartree): -0.161
SMILES string: [H]/N=C(/C)C/C(Cl)=C(/C)C=C=[N+](C)C
E_tot (hartree): -959.95726
Charge: +1
Relative energy (zero: lowest compared OMol25 entry of this formula, charge and spin) (eV): 3.172

```
29
Properties=species:S:1:pos:R:3:mulliken_charge:R:1
H -1.030 2.219 1.644 0.298
N -0.842 2.115 0.634 -0.603
C 0.288 1.742 0.277 0.533
C 0.620 1.879 -1.183 -1.133
C 1.395 1.111 1.193 -1.115
C 2.151 0.007 0.392 0.763
Cl 3.771 0.479 0.000 -0.166
C 1.681 -1.251 0.109 0.383
C 2.626 -2.313 -0.501 -1.453
C 0.278 -1.568 0.167 0.090
C -0.810 -0.882 0.422 -0.504
N -1.916 -0.387 0.111 0.178
C -2.337 -0.334 -1.224 -0.783
C -2.819 -0.009 1.198 -1.123
H 1.568 2.534 -1.274 0.369
H -0.319 2.409 -1.711 0.303
H 0.792 0.877 -1.540 0.314
H 0.957 0.676 2.120 0.280
H 2.150 1.823 1.428 0.532
H 2.391 -2.556 -1.529 0.335
H 2.429 -3.137 0.267 0.346
H 3.755 -1.984 -0.474 0.361
H -0.016 -2.531 -0.067 0.549
H -2.243 -1.281 -1.822 0.352
H -3.447 -0.049 -1.275 0.333
H -1.775 0.336 -1.724 0.293
H -3.774 -0.385 0.929 0.486
H -2.590 -0.558 2.113 0.363
H -2.937 1.017 1.318 0.420
```

Entry 5:
The following is a DFT calculation (ωB97M-V/def2-TZVPD) of C10H16CoN4STe as an isolated structure.

Summary:
HOMO energy (alpha / beta) (eV): -15.398 / -15.463
LUMO level (alpha / beta) (hartree): -0.279 / -0.276
Multiplicity: 2
E_tot (hartree): -2658.11332
Charge: +2

```
33
Properties=species:S:1:pos:R:3:mulliken_charge:R:1
Co 0.139 -0.473 1.042 -0.424
C 1.068 -0.577 -3.062 -1.576
C 0.524 -0.677 -1.682 0.731
N 1.103 -0.303 -0.598 0.099
N 2.363 0.230 -0.565 -0.100
C 2.902 0.446 0.657 0.695
N 4.149 0.868 0.720 -0.346
S 1.975 0.204 2.076 -0.265
C -0.806 -1.279 -1.421 0.744
C -1.585 -1.850 -2.400 -0.536
C -2.792 -2.448 -2.036 -0.519
C -3.169 -2.447 -0.711 -0.711
C -2.340 -1.835 0.223 0.058
N -1.188 -1.265 -0.118 -0.056
H 1.946 0.059 -3.141 0.441
H 0.309 -0.168 -3.729 0.403
H 1.331 -1.573 -3.427 0.385
H 2.896 0.313 -1.419 0.171
H 4.739 0.976 -0.093 0.214
H 4.565 1.051 1.621 0.238
H -1.267 -1.849 -3.433 0.411
H -3.419 -2.907 -2.789 0.453
H -4.093 -2.904 -0.386 0.437
H -2.608 -1.798 1.271 0.487
C -0.771 2.878 1.164 -0.971
Te -1.566 1.171 2.146 0.506
C -0.711 1.615 4.035 -1.010
H 0.286 2.958 1.402 0.286
H -1.313 3.750 1.520 0.401
H -0.919 2.770 0.092 0.326
H -1.207 2.502 4.418 0.338
H 0.355 1.786 3.919 0.330
H -0.897 0.777 4.702 0.361
```

Entry 6:
The following is a DFT calculation (ωB97M-V/def2-TZVPD) of a single C10H16N2O molecule at a distorted geometry.

Summary:
HOMO energy (eV): -9.055
LUMO level (hartree): 0.025
SMILES string: CCC[C@@H](C)c1nccnc1OC
E_tot (hartree): -575.37077
Charge: 0
Relative energy (zero: lowest compared OMol25 entry of this formula, charge and spin) (eV): 0.360

```
29
Properties=species:S:1:pos:R:3:mulliken_charge:R:1
C 3.124 0.736 -0.622 -1.194
C 2.086 -0.117 -1.365 -0.200
C 1.632 -1.410 -0.678 -1.267
C 0.752 -1.396 0.568 0.890
C 1.423 -0.927 1.851 -1.368
C -0.592 -0.811 0.235 0.407
N -1.563 -1.670 -0.084 -0.639
C -2.792 -1.143 -0.389 -0.246
C -3.030 0.217 -0.468 -0.595
N -2.043 1.100 -0.218 -0.603
C -0.897 0.566 0.148 0.719
O 0.157 1.375 0.538 -0.275
C -0.129 2.755 0.373 -0.841
H 3.478 1.552 -1.219 0.380
H 3.978 0.074 -0.434 0.345
H 2.724 1.106 0.321 0.188
H 1.189 0.513 -1.609 0.137
H 2.489 -0.342 -2.348 0.460
H 2.543 -1.960 -0.473 0.445
H 1.099 -1.999 -1.411 0.407
H 0.488 -2.488 0.764 0.254
H 0.830 -1.319 2.758 0.339
H 1.382 0.189 1.899 0.233
H 2.444 -1.326 1.923 0.364
H -3.571 -1.911 -0.539 0.385
H -4.006 0.692 -0.763 0.354
H 0.790 3.269 0.665 0.255
H -0.921 3.118 1.047 0.323
H -0.411 3.002 -0.689 0.342
```

Entry 7:
The following is a DFT calculation (ωB97M-V/def2-TZVPD) of a 2-piece molecular cluster, C10H16N2O2S overall at a distorted geometry.

Summary:
HOMO energy (eV): -9.125
LUMO level (hartree): 0.023
SMILES string: CC/C(C)=N\S(N)(=O)=O.c1ccccc1
E_tot (hartree): -1048.73514
Charge: 0
Relative energy (zero: lowest compared OMol25 entry of this formula, charge and spin) (eV): 3.089

```
31
Properties=species:S:1:pos:R:3:mulliken_charge:R:1
C -1.177 0.420 3.177 -1.656
C -0.519 -0.486 2.096 -0.668
C 0.638 0.146 1.345 1.264
C 0.913 1.629 1.619 -1.626
N 1.368 -0.479 0.525 -0.571
S 0.999 -2.036 0.206 1.267
N 1.917 -2.565 -1.092 -0.620
O -0.387 -2.153 -0.220 -0.592
O 1.370 -2.829 1.367 -0.702
H -1.830 -0.265 3.674 0.449
H -1.717 1.227 2.806 0.396
H -0.419 0.779 3.851 0.370
H 0.055 -1.261 2.519 0.568
H -1.164 -0.638 1.302 0.469
H 1.687 1.990 1.095 0.454
H 0.004 2.196 1.105 0.151
H 0.905 1.816 2.622 0.520
H 2.906 -2.709 -0.879 0.279
H 1.748 -1.867 -1.852 0.236
C 0.655 0.499 -2.711 -0.230
C -0.165 -0.572 -2.788 -0.288
C -1.410 -0.447 -2.184 -0.482
C -1.844 0.654 -1.469 -0.325
C -1.083 1.762 -1.478 -0.806
C 0.150 1.669 -2.028 -0.231
H 1.599 0.416 -3.430 0.206
H 0.132 -1.520 -3.296 0.506
H -2.012 -1.301 -2.096 0.324
H -2.723 0.684 -0.888 0.462
H -1.335 2.642 -0.938 0.556
H 0.739 2.599 -1.959 0.323
```